# 1
A molecular structure, C28H24BF4N3O4PW, computed with ωB97M-V/def2-TZVPD.

* ⟨S²⟩: 2.015
* net charge: +1
* E_tot: -64749.035 eV
* LUMO energy (alpha / beta): -0.1397 / -0.1566 hartree
* E_HOMO (alpha / beta): -11.0 / -11.7 eV
* multiplicity: 3
* orbital gap (alpha / beta): 7.24 / 7.45 eV

CARTESIAN COORDINATES (ANGSTROEM)
W -0.961 0.430 -0.028
O -1.747 -3.385 -1.804
C -1.728 -2.279 -1.111
O -0.742 -1.540 -1.045
C -2.942 -1.935 -0.361
C -4.148 -2.602 -0.323
C -5.159 -2.060 0.470
C -4.931 -0.907 1.202
C -3.684 -0.309 1.112
N -2.735 -0.817 0.343
C -3.219 0.926 1.851
O -3.932 1.507 2.618
O -1.959 1.204 1.578
H -0.902 -3.509 -2.267
H -4.299 -3.504 -0.897
H -6.123 -2.547 0.510
H -5.685 -0.455 1.831
C 4.234 -2.403 -1.224
C 3.278 -3.113 -0.508
C 2.348 -2.439 0.265
C 2.371 -1.046 0.330
C 3.327 -0.338 -0.392
C 4.258 -1.018 -1.165
P 1.090 -0.167 1.250
C 1.022 -0.896 2.902
C -0.151 -0.772 3.645
C -0.210 -1.275 4.935
C 0.896 -1.905 5.487
C 2.069 -2.024 4.754
C 2.135 -1.520 3.465
C 1.394 1.596 1.263
C 2.374 2.421 1.814
C 2.239 3.783 1.629
C 1.151 4.299 0.919
C 0.181 3.472 0.379
C 0.298 2.092 0.552
H 4.964 -2.932 -1.821
H 3.266 -4.195 -0.544
H 1.613 -2.999 0.834
H 3.349 0.744 -0.343
H 5.009 -0.464 -1.712
H -1.004 -0.255 3.226
H -1.120 -1.169 5.511
H 0.848 -2.297 6.494
H 2.934 -2.507 5.188
H 3.053 -1.615 2.898
H 3.207 2.012 2.374
H 2.972 4.462 2.045
H 1.066 5.373 0.802
H -0.663 3.895 -0.152
C -0.438 1.451 -5.134
N 0.625 1.517 -4.120
C 1.828 2.298 -4.413
C 0.347 1.183 -2.901
N 0.101 0.872 -1.814
H -0.785 2.456 -5.371
H -1.274 0.877 -4.744
H -0.041 0.973 -6.028
H 1.566 3.343 -4.584
H 2.304 1.892 -5.305
H 2.519 2.230 -3.577
F -2.376 1.693 -1.045
B -3.197 1.175 -2.227
F -2.573 -0.046 -2.549
F -3.052 2.089 -3.224
F -4.455 0.979 -1.747



# 2
2 unconnected molecules or ions with the total composition C3H11NO in a non-equilibrium geometry, computed with ωB97M-V/def2-TZVPD.

* energy above the lowest of the compared OMol25 structures with the same formula, charge and spin: 26.1 kcal per mole
* E_tot: -6826.112 eV
* SMILES: CCOC.N
* LUMO energy: 0.0339 hartree
* E_HOMO: -9.7 eV
* multiplicity: 1
* orbital gap: 10.66 eV

CARTESIAN COORDINATES (ANGSTROEM)
C -1.796 0.127 -2.049
C -0.619 0.532 -1.171
O -0.335 -0.455 -0.230
C -0.659 -0.399 1.128
H -1.823 0.734 -2.937
H -1.760 -0.921 -2.347
H -2.700 0.239 -1.445
H -0.781 1.525 -0.699
H 0.257 0.749 -1.798
H -0.797 -1.423 1.463
H -1.595 0.141 1.310
H 0.167 0.012 1.727
N 3.255 -0.364 1.992
H 2.866 -0.968 1.269
H 3.839 0.276 1.455
H 2.482 0.196 2.334



# 3
3 unconnected molecules or ions with the total composition C3H11NO2, computed with ωB97M-V/def2-TZVPD.

* energy above the lowest of the compared OMol25 structures with the same formula, charge and spin: 8.0 kcal per mole
* E_tot: -8874.144 eV
* SMILES: C=C(C)N.O.O
* LUMO energy: 0.0232 hartree
* E_HOMO: -8.3 eV
* multiplicity: 1
* orbital gap: 8.97 eV

CARTESIAN COORDINATES (ANGSTROEM)
C 0.357 0.473 1.584
C -0.497 -0.446 1.138
C -1.945 -0.123 0.910
N -0.164 -1.747 0.772
H 1.401 0.251 1.692
H 0.048 1.469 1.864
H -2.594 -0.939 1.191
H -2.048 -0.002 -0.167
H -2.343 0.752 1.398
H 0.820 -1.952 0.864
H -0.559 -1.925 -0.138
O 0.639 -0.897 -2.389
H 1.572 -0.673 -2.267
H 0.255 -0.109 -2.783
O 1.788 1.625 -1.408
H 2.126 2.518 -1.565
H 1.143 1.724 -0.695



# 4
A molecular structure, C19H32BrCl2IO4RhS2Si, computed with ωB97M-V/def2-TZVPD.

* energy above the lowest of the compared OMol25 structures with the same formula, charge and spin: 0.0 kcal per mole
* ⟨S²⟩: 6.013
* net charge: -1
* E_tot: -164159.299 eV
* LUMO energy (alpha / beta): 0.0899 / 0.0395 hartree
* E_HOMO (alpha / beta): -4.7 / -5.7 eV
* multiplicity: 5
* orbital gap (alpha / beta): 7.16 / 6.79 eV

CARTESIAN COORDINATES (ANGSTROEM)
Rh -0.467 -0.697 -0.077
Cl -2.623 0.809 0.844
C -2.335 2.183 -0.178
C -3.435 2.934 -0.547
C -3.259 4.043 -1.355
C -1.989 4.384 -1.783
C -0.905 3.611 -1.404
Cl 0.663 4.082 -1.983
C -1.033 2.475 -0.593
S 0.368 1.515 -0.165
H -4.419 2.638 -0.210
H -4.112 4.634 -1.659
H -1.827 5.241 -2.422
I -0.152 -3.307 1.964
C 0.027 -1.190 1.978
H 1.057 -0.949 2.221
H -0.662 -0.805 2.723
C 4.099 0.038 -4.535
C 3.457 0.214 -3.147
C 1.929 0.117 -3.298
C 3.743 1.638 -2.649
Si 4.138 -1.084 -1.924
Br 2.856 -1.080 -0.027
C 4.037 -2.907 -2.552
C 2.725 -3.150 -3.318
C 5.209 -3.227 -3.497
C 4.053 -3.931 -1.406
C 5.880 -0.635 -1.213
C 6.449 -1.807 -0.402
C 5.822 0.565 -0.255
C 6.875 -0.304 -2.338
H 3.751 0.854 -5.177
H 3.790 -0.895 -5.005
H 5.190 0.071 -4.519
H 1.597 0.860 -4.032
H 1.423 0.358 -2.363
H 1.567 -0.849 -3.628
H 3.246 2.345 -3.323
H 4.805 1.882 -2.638
H 3.320 1.804 -1.656
H 2.679 -2.596 -4.254
H 1.845 -2.904 -2.722
H 2.664 -4.215 -3.570
H 5.275 -2.532 -4.335
H 5.068 -4.230 -3.914
H 6.170 -3.224 -2.979
H 3.172 -3.823 -0.775
H 4.939 -3.868 -0.776
H 4.025 -4.934 -1.846
H 5.771 -2.109 0.398
H 7.393 -1.495 0.060
H 6.661 -2.678 -1.022
H 5.218 0.345 0.625
H 5.417 1.461 -0.721
H 6.840 0.793 0.083
H 6.957 -1.109 -3.070
H 7.870 -0.151 -1.903
H 6.607 0.610 -2.868
O -1.390 -0.387 -3.111
S -1.381 -1.662 -2.418
O -1.784 -2.805 -3.191
O -2.186 -1.553 -1.100
O -0.002 -1.906 -1.765



# 5
A molecular structure, C30H42NSn in a non-equilibrium geometry, computed with ωB97M-V/def2-TZVPD.

* net charge: +1
* E_tot: -39103.558 eV
* LUMO energy (alpha / beta): -0.1201 / -0.1209 hartree
* E_HOMO (alpha / beta): -8.9 / -8.9 eV
* multiplicity: 1
* orbital gap (alpha / beta): 5.60 / 5.56 eV

CARTESIAN COORDINATES (ANGSTROEM)
C -2.734 -0.336 -0.243
C -2.364 -0.052 -1.599
C -2.048 1.328 -1.685
C -2.194 1.903 -0.390
C -2.626 0.884 0.501
Sn 0.151 -0.743 0.162
C 2.628 1.279 1.860
C 2.104 0.078 2.241
H 2.784 -0.752 2.473
C 0.670 -0.234 2.309
H -0.024 0.586 2.547
H 0.408 -1.142 2.865
C 4.032 1.343 1.341
H 4.359 0.365 0.965
H 4.108 2.054 0.508
H 4.738 1.665 2.123
C 1.889 2.576 1.966
H 0.809 2.457 2.113
H 2.264 3.174 2.812
H 2.040 3.185 1.064
C -2.382 -1.010 -2.724
H -2.247 -2.045 -2.384
H -3.347 -0.949 -3.256
H -1.593 -0.786 -3.456
C -1.667 2.031 -2.926
H -0.809 1.543 -3.410
H -2.501 2.026 -3.645
H -1.395 3.073 -2.724
C -2.039 3.337 -0.061
H -1.211 3.796 -0.621
H -2.961 3.888 -0.318
H -1.847 3.482 1.011
C -2.986 1.076 1.923
H -2.343 1.831 2.399
H -4.028 1.428 2.009
H -2.902 0.139 2.491
C -3.214 -1.648 0.255
H -3.345 -1.644 1.345
H -4.191 -1.891 -0.199
H -2.518 -2.462 -0.010
C 1.561 0.363 -1.163
C 2.606 -0.268 -1.828
C 1.350 1.722 -1.355
C 3.349 0.426 -2.796
H 2.824 -1.320 -1.635
C 2.100 2.430 -2.304
H 0.578 2.249 -0.782
C 3.089 1.776 -3.048
H 4.122 -0.103 -3.360
H 1.889 3.492 -2.457
H 3.654 2.322 -3.808
C 1.754 -3.843 2.868
N 0.403 -4.457 2.731
C -0.301 -4.568 4.039
C -0.489 -3.748 1.704
C 0.047 -3.923 0.310
C 0.290 -5.238 -0.118
C 0.858 -5.483 -1.368
C 1.105 -4.411 -2.227
C 0.809 -3.100 -1.819
C 0.330 -2.842 -0.535
H 1.660 -2.857 3.335
H 2.208 -3.756 1.881
H 2.350 -4.498 3.512
H 0.545 -5.421 2.385
H -0.524 -3.565 4.418
H -1.234 -5.116 3.876
H 0.335 -5.107 4.747
H -1.488 -4.192 1.837
H -0.565 -2.704 2.037
H 0.042 -6.082 0.539
H 1.092 -6.506 -1.672
H 1.525 -4.584 -3.219
H 0.993 -2.284 -2.523



# 6
A molecular structure, C27H35BeN5O2P2 in a non-equilibrium geometry, computed with ωB97M-V/def2-TZVPD.

* energy above the lowest of the compared OMol25 structures with the same formula, charge and spin: 175.3 kcal per mole
* E_tot: -59076.784 eV
* LUMO energy: -0.0760 hartree
* E_HOMO: -6.5 eV
* multiplicity: 1
* orbital gap: 4.42 eV

CARTESIAN COORDINATES (ANGSTROEM)
Be 0.952 -0.526 0.328
C 0.668 -1.986 -0.679
C -0.676 -2.122 -0.964
C -1.667 -2.932 -0.204
C -1.123 -3.166 1.190
C -0.374 -1.987 1.774
C 0.994 -1.788 1.893
C 2.075 -2.585 1.236
C 1.504 -3.122 -0.087
C 2.480 0.466 0.620
H 1.395 -1.228 -1.173
H -1.061 -1.708 -1.895
H -1.933 -3.870 -0.728
H -2.662 -2.437 -0.186
H -1.972 -3.399 1.831
H -0.501 -4.063 1.268
H -0.993 -1.382 2.432
H 1.372 -1.219 2.726
H 2.482 -3.381 1.863
H 2.907 -1.896 1.049
H 2.320 -3.416 -0.787
H 0.944 -4.057 0.097
H 2.950 1.095 -0.140
H 3.227 -0.186 1.061
H 2.127 1.191 1.358
P -0.832 0.790 1.400
P -0.329 0.380 -2.292
N -0.494 0.502 3.511
N -1.722 2.169 1.904
N 1.627 -0.335 -3.201
N -0.310 1.447 -3.564
C -2.017 0.350 0.118
C -1.819 0.732 -1.373
C 0.830 0.650 3.923
C 1.044 -0.068 5.110
C -0.226 -0.613 5.496
C -1.147 -0.219 4.504
C -1.109 3.083 2.777
C -2.095 3.838 3.388
C -3.367 3.362 2.916
C -3.110 2.295 2.082
C 2.941 -0.277 -2.783
C 3.737 -1.098 -3.622
C 2.881 -1.598 -4.641
C 1.598 -1.089 -4.348
C -0.728 0.992 -4.819
C -1.080 2.093 -5.552
C -0.850 3.239 -4.722
C -0.347 2.823 -3.505
H -2.990 0.776 0.391
H -2.182 -0.734 0.219
H -2.586 0.183 -1.925
H -1.983 1.793 -1.509
H 1.571 1.242 3.386
H 2.024 -0.270 5.558
H -0.428 -1.286 6.340
H -2.200 -0.479 4.442
H -0.052 3.047 2.935
H -1.929 4.615 4.111
H -4.358 3.728 3.133
H -3.809 1.597 1.678
H 3.258 0.317 -1.905
H 4.757 -1.399 -3.412
H 3.162 -2.262 -5.459
H 0.715 -1.319 -4.914
H -0.721 -0.052 -5.069
H -1.489 2.067 -6.544
H -1.052 4.259 -4.952
H 0.035 3.346 -2.639
O 0.530 3.489 -0.151
N 0.679 2.452 0.375
O 0.540 1.146 -0.679



# 7
2 unconnected molecules or ions with the total composition CH8N4O2, computed with ωB97M-V/def2-TZVPD.

* energy above the lowest of the compared OMol25 structures with the same formula, charge and spin: 100.2 kcal per mole
* E_tot: -11216.506 eV
* LUMO energy (alpha / beta): -0.0229 / -0.0133 hartree
* E_HOMO (alpha / beta): -9.0 / -9.1 eV
* multiplicity: 1
* orbital gap (alpha / beta): 8.42 / 8.75 eV

CARTESIAN COORDINATES (ANGSTROEM)
N 0.335 0.959 -0.883
C 0.388 -0.055 0.164
N -0.723 1.889 -0.870
N 1.595 -0.773 -0.005
O 0.197 0.513 1.415
H 0.422 0.543 -1.801
H -1.626 1.445 -0.703
H -0.543 2.560 -0.133
H 2.359 -0.128 -0.164
H 1.791 -1.365 0.791
N -0.790 -1.001 -0.106
O -1.904 -0.629 0.311
H -0.763 0.505 1.583
H -0.545 -2.048 -0.320
H -0.194 -2.414 0.721



# 8
A molecular structure, C11H16F5N3O3PPbS in a non-equilibrium geometry, computed with ωB97M-V/def2-TZVPD.

* energy above the lowest of the compared OMol25 structures with the same formula, charge and spin: 69.8 kcal per mole
* net charge: +3
* E_tot: -61212.088 eV
* LUMO energy (alpha / beta): -0.4409 / -0.4409 hartree
* E_HOMO (alpha / beta): -16.9 / -16.9 eV
* multiplicity: 1
* orbital gap (alpha / beta): 4.93 / 4.93 eV

CARTESIAN COORDINATES (ANGSTROEM)
Pb -0.166 -1.343 0.923
N 4.111 -2.234 1.538
C 2.801 -2.090 1.585
O 2.100 -2.029 0.561
C 2.159 -2.057 2.971
C 0.891 -1.282 3.091
H 4.571 -2.358 0.648
H 4.676 -2.338 2.367
H 2.891 -1.622 3.659
H 2.008 -3.101 3.252
H 0.969 -0.202 3.192
H 0.108 -1.729 3.696
F -7.221 -2.264 -0.202
C -6.040 -1.731 -0.221
C -5.634 -0.991 -1.336
F -6.453 -0.829 -2.347
C -4.368 -0.462 -1.363
F -3.967 0.220 -2.418
C -3.493 -0.617 -0.265
S -1.954 0.101 -0.295
C -3.942 -1.357 0.844
F -3.091 -1.554 1.855
C -5.186 -1.921 0.874
F -5.584 -2.642 1.898
N 2.675 3.830 0.033
C 1.304 3.260 -0.228
P 1.553 1.534 -0.874
O 3.031 1.472 -1.130
O 0.913 0.545 0.067
C 0.842 1.392 -2.585
N 1.886 0.685 -3.412
H 2.878 3.928 1.029
H 2.822 4.743 -0.401
H 3.351 3.149 -0.370
H 0.779 3.888 -0.945
H 0.723 3.229 0.690
H 0.687 2.380 -3.015
H -0.101 0.852 -2.607
H 1.900 0.990 -4.387
H 1.771 -0.329 -3.405
H 2.801 0.885 -2.965



# 9
A gas-phase ion, C3H8NO (charge +1) in a non-equilibrium geometry, computed with ωB97M-V/def2-TZVPD.

* energy above the lowest of the compared OMol25 structures with the same formula, charge and spin: 49.2 kcal per mole
* net charge: +1
* E_tot: -6769.036 eV
* SMILES: C[N@H+]1C[C@@H]1O
* LUMO energy: -0.1156 hartree
* E_HOMO: -15.8 eV
* multiplicity: 1
* orbital gap: 12.70 eV

CARTESIAN COORDINATES (ANGSTROEM)
C -1.562 -0.512 -0.154
N -0.216 -0.020 -0.469
C 0.321 1.159 0.211
C 0.955 -0.191 0.360
O 2.146 -0.420 -0.376
H -1.976 -1.156 -1.044
H -1.495 -1.387 0.674
H -2.179 0.295 0.174
H -0.107 0.050 -1.483
H -0.432 1.575 1.040
H 0.788 2.049 -0.413
H 1.012 -0.626 1.266
H 2.744 -0.815 0.215



# 10
A gas-phase ion, C12H19FI2N3O (charge +1), computed with ωB97M-V/def2-TZVPD.

* net charge: +1
* E_tot: -38182.771 eV
* SMILES: C[C@@H](F)Cc1[nH+]c(O)c([C@H](I)[C@@H](C)I)c(CN)c1N
* LUMO energy: -0.1495 hartree
* E_HOMO: -12.1 eV
* multiplicity: 1
* orbital gap: 8.07 eV

CARTESIAN COORDINATES (ANGSTROEM)
C 3.134 4.118 0.373
C 2.022 3.141 0.720
F 0.977 3.261 -0.192
C 2.484 1.676 0.694
C 1.362 0.727 0.428
N 0.222 0.879 1.117
C -0.870 0.114 0.960
O -1.928 0.511 1.689
C -0.902 -0.914 0.019
C -2.118 -1.792 -0.210
I -3.322 -0.918 -1.764
C -2.930 -2.208 1.037
C -4.205 -1.437 1.355
I -3.516 -4.274 0.719
C 0.287 -1.121 -0.724
C 0.402 -2.164 -1.800
N 0.202 -1.547 -3.126
C 1.426 -0.303 -0.516
N 2.628 -0.438 -1.263
H 2.823 4.755 -0.446
H 4.047 3.600 0.096
H 3.373 4.753 1.219
H 1.625 3.404 1.702
H 3.221 1.556 -0.087
H 2.981 1.434 1.632
H 0.166 1.654 1.765
H -1.922 0.122 2.571
H -1.739 -2.705 -0.635
H -2.271 -2.271 1.895
H -5.011 -1.763 0.710
H -4.525 -1.625 2.377
H -4.074 -0.368 1.242
H -0.277 -2.996 -1.647
H 1.400 -2.583 -1.771
H -0.465 -2.084 -3.659
H -0.178 -0.615 -3.040
H 3.020 -1.365 -1.204
H 2.453 -0.215 -2.235